1.
DFT (ωB97M-V/def2-TZVPD) results for a 2-piece molecular cluster, C5H8O overall.

Frontier orbital gap (spin up / spin down) (eV): 7.3 / 7.3
Energy above the lowest of the compared OMol25 structures with the same formula, charge and spin (kcal per mole): 131.3

The geometry in ORCA input format:
```
! RIJCOSX wB97M-V def2-TZVPD def2/J DEFGRID3
* xyz 0 1
C -0.45803 1.60499 -0.74026
C -0.89869 0.37122 -0.00055
C -0.43014 -1.00158 -0.45631
C 1.05022 -0.83220 -0.36384
O 1.42836 0.31383 -0.03515
C 0.29376 1.18151 0.50548
H 0.00682 1.49193 -1.71913
H -1.08183 2.49129 -0.65516
H -1.81728 0.40786 0.57800
H -0.71055 -1.32414 -1.47149
H -0.76728 -1.79234 0.22641
H 1.81622 -1.58415 -0.55017
H 0.86594 -1.02698 2.39324
H 0.70247 -0.30124 2.28892
*
```

---

2.
DFT (ωB97M-V/def2-TZVPD) results for C6H14O4Tb as an isolated structure in a non-equilibrium geometry.

Frontier orbital gap (spin up / spin down) (eV): 5.9 / 5.6
Energy above the lowest of the compared OMol25 structures with the same formula, charge and spin (kcal per mole): 0.0

The geometry in ORCA input format:
```
! RIJCOSX wB97M-V def2-TZVPD def2/J DEFGRID3
* xyz 0 8
C -0.53427 2.41547 -1.15000
O 0.19271 2.09691 -0.00225
C -0.63763 1.94570 1.18248
C 0.21599 1.42234 2.33057
O 0.15861 0.00353 2.40958
C 1.65340 -1.32201 0.25840
C 0.62672 -2.22550 -0.37382
O -0.60425 -1.52004 -0.48757
C -1.48869 -2.03653 -1.46374
Tb -1.66985 -0.29079 1.34961
H 0.17037 2.49885 -1.98921
H -1.25214 1.61465 -1.40229
H -1.05397 3.38556 -1.05027
H -1.03580 2.95040 1.42199
H -0.12781 1.88827 3.27812
H 1.27487 1.74505 2.20460
H 2.55913 -1.91568 0.45409
H 1.61333 -0.57899 1.05836
H 0.51375 -3.18205 0.16253
H 0.95184 -2.53371 -1.38085
H -2.43766 -1.49306 -1.37073
H -1.05988 -1.88082 -2.46487
H -1.66989 -3.11002 -1.30090
O 2.16966 -0.28306 -0.83976
H 1.47146 0.40553 -0.83407
*
```

---

3.
DFT (ωB97M-V/def2-TZVPD) results for a 8-piece molecular cluster, C26H50Cl14N5OS overall in a non-equilibrium geometry.

Frontier orbital gap (eV): 8.9

The geometry in ORCA input format:
```
! RIJCOSX wB97M-V def2-TZVPD def2/J DEFGRID3
* xyz 1 1
C -1.44644 3.48322 -2.60965
N -1.74058 4.68664 -2.39669
N -0.84662 5.14821 -1.45082
C -0.07084 4.18269 -1.17142
S 1.18945 4.30106 0.02799
C 0.23494 3.67225 1.45170
C 0.10238 4.63469 2.62298
C -1.23761 4.45894 3.37350
C -1.94689 3.17765 2.95960
C -2.90353 3.44424 1.80756
C -3.32112 2.21535 1.01124
C -2.14038 1.29197 0.78503
N -2.14431 0.68692 -0.55851
C -1.12708 -0.08459 -0.90093
N -0.56818 -1.02147 -0.13018
C 0.90168 -0.67416 -0.15902
C 1.02598 -0.11197 -1.60842
N -0.40333 -0.03266 -2.03939
O -0.37559 3.06697 -1.86160
H -1.93303 2.76716 -3.24392
H 0.72650 2.76143 1.75100
H -0.71716 3.42137 1.02993
H 0.93737 4.51120 3.29285
H 0.18155 5.64974 2.26716
H -1.87444 5.31705 3.21262
H -1.03031 4.41492 4.42978
H -2.53572 2.82312 3.79374
H -1.21380 2.41413 2.74838
H -3.78739 3.87946 2.24443
H -2.51101 4.18368 1.12169
H -4.17509 1.69626 1.41207
H -3.64999 2.56101 0.03742
H -2.13560 0.51691 1.53844
H -1.20888 1.82135 0.87611
H -2.87257 0.90122 -1.22376
H -0.92813 -1.08957 0.81206
H 0.99391 0.14955 0.51564
H 1.53982 -1.49497 0.08981
H 1.64351 -0.70733 -2.25104
H 1.37450 0.89765 -1.48351
H -0.62938 0.79813 -2.56994
Cl -1.90978 -5.58057 0.08185
C -2.66934 -4.06920 -0.47488
C -3.59921 -4.27841 -1.63866
Cl -2.71562 -4.72792 -3.12137
H -1.87437 -3.37429 -0.73181
H -3.23058 -3.66527 0.36684
H -4.10776 -3.34141 -1.85147
H -4.33187 -5.05325 -1.43045
Cl -4.77050 -1.00020 -1.91400
C -5.10219 -0.99011 -3.67779
C -3.90703 -0.61522 -4.51635
Cl -3.42657 1.09416 -4.30289
H -5.93413 -0.31094 -3.83520
H -5.41757 -1.99866 -3.93768
H -4.15984 -0.74736 -5.56580
H -3.04135 -1.23064 -4.28768
Cl -2.45322 8.95130 3.48267
C -2.87315 9.22400 1.77097
C -3.31989 7.95418 1.09781
Cl -1.97803 6.79212 0.91905
H -2.00446 9.64945 1.27720
H -3.68052 9.95305 1.75053
H -3.68466 8.17275 0.09621
H -4.11297 7.46968 1.66029
Cl 2.52649 -0.79765 4.94357
C 3.49521 -1.25304 3.52176
C 4.10874 -0.05593 2.84689
Cl 2.87105 0.99181 2.08248
H 2.84899 -1.80383 2.84333
H 4.28542 -1.91741 3.86510
H 4.78341 -0.38057 2.05763
H 4.66424 0.55979 3.54725
Cl 0.54391 -6.08059 -6.27232
C 0.65557 -5.89253 -4.50355
C 1.93434 -5.23270 -4.06674
Cl 3.37332 -6.25005 -4.31250
H 0.54052 -6.87518 -4.05527
H -0.17028 -5.26017 -4.18979
H 1.88391 -5.02570 -2.99906
H 2.09912 -4.29777 -4.59553
Cl 5.14893 -2.07803 -1.59532
C 5.84746 -3.49317 -0.75873
C 5.25020 -4.78685 -1.23662
Cl 3.54099 -4.93475 -0.73654
H 5.69181 -3.36286 0.30534
H 6.91706 -3.48647 -0.95660
H 5.78489 -5.62501 -0.79410
H 5.29166 -4.88156 -2.31803
Cl 4.86338 -4.13691 5.18403
C 4.46400 -4.82458 3.58926
C 5.63067 -5.53843 2.96135
Cl 6.93559 -4.41486 2.48988
H 4.11446 -4.01395 2.95550
H 3.64890 -5.52977 3.73953
H 5.29613 -6.04002 2.05459
H 6.05791 -6.27791 3.63194
*
```

---

4.
DFT (ωB97M-V/def2-TZVPD) results for C19H17I2N2OPt as an isolated structure.

Frontier orbital gap (eV): 5.8

The geometry in ORCA input format:
```
! RIJCOSX wB97M-V def2-TZVPD def2/J DEFGRID3
* xyz 3 1
Pt -1.10157 -1.31963 -0.05479
C -1.13983 -3.54055 -0.51618
C -1.29153 -3.11397 -1.86941
C -2.29424 -2.21149 -2.16186
C -3.18196 -1.80674 -1.12147
C -3.21343 -2.45412 0.13332
C -2.15435 -3.31194 0.45630
H -0.31811 -4.19738 -0.26204
H -0.57469 -3.43144 -2.61448
H -2.40280 -1.78717 -3.15055
H -3.94020 -1.06798 -1.35075
H -3.98195 -2.22890 0.86087
H -2.07854 -3.77244 1.43178
I 2.37753 5.93841 -0.37497
C 1.83279 4.08484 -0.92304
C 2.63512 3.35194 -1.81028
C 2.23718 2.10552 -2.20879
I 3.31165 1.01056 -3.52131
C 0.93281 1.52043 -1.69242
O 0.54622 0.44128 -2.06119
C 0.13317 2.33263 -0.72642
C -1.24897 1.89692 -0.30284
N -1.41140 0.67965 0.56261
C -0.69678 0.78979 1.87455
C 0.58090 0.00624 1.83864
C 1.67284 0.30390 2.62823
C 2.79238 -0.51635 2.57635
C 2.79706 -1.60079 1.71296
C 1.68086 -1.84161 0.93834
N 0.58986 -1.06255 1.01559
C 0.58163 3.54962 -0.38538
H 3.55212 3.78628 -2.18632
H -1.86072 1.74719 -1.19428
H -1.68545 2.72512 0.25914
H -2.40638 0.67296 0.77139
H -1.35242 0.38106 2.64619
H -0.50739 1.83420 2.12413
H 1.63955 1.15830 3.29153
H 3.65003 -0.30900 3.20259
H 3.64984 -2.26076 1.63725
H 1.63650 -2.67153 0.24835
H 0.01270 4.18951 0.27864
*
```